[1]
The following is a DFT calculation (wB97M-V/def2-TZVPD) of a molecular structure, C24H19BCl2F2MnN5O4S.

Results
Charge: +1
HOMO level (alpha / beta) (eV): -10.5 / -10.5
LUMO (alpha / beta) (Eh): -0.18586 / -0.16345
Spin multiplicity: 4
Relative energy (zero: lowest compared OMol25 entry of this formula, charge and spin) (kcal per mole): 54.73
Orbital gap (alpha / beta) (eV): 5.4867 / 6.0962
Total energy (hartree): -4194.75513

XYZ file:
```
59
Properties=species:S:1:pos:R:3:lowdin_spin:R:1
Mn 1.80399 0.27108 -2.06393 3.1924
N -1.73938 -5.98887 0.75479 0.0000
C -1.34508 -4.91085 0.01586 0.0000
C -1.80754 -4.73570 -1.29542 0.0000
C -1.42012 -3.63549 -2.03766 0.0002
C -0.55095 -2.72426 -1.47022 0.0005
C -0.06059 -2.86674 -0.18636 0.0000
C -0.46356 -3.96018 0.55380 0.0000
S 1.03969 -1.79597 -3.24860 0.0058
O -0.18104 -1.56166 -2.23015 0.0075
O 2.27736 -1.62018 -2.35082 0.0159
N 1.11933 -0.24606 -3.82414 -0.0336
C 0.14546 0.75059 -3.75849 0.0094
N -0.92080 0.87573 -4.49855 -0.0052
C -1.59084 2.02120 -4.31637 0.0113
C -1.21071 3.00379 -3.40795 -0.0007
C -0.10811 2.76019 -2.61526 0.0057
N 0.56458 1.62429 -2.81074 -0.0225
H -2.38122 -6.66363 0.38614 0.0000
H -1.42601 -6.10904 1.69836 0.0000
H -2.47983 -5.46472 -1.73129 0.0000
H -1.79421 -3.49507 -3.04409 0.0000
H 0.62441 -2.13609 0.23083 -0.0001
H -0.09077 -4.08200 1.56402 0.0000
H -2.47125 2.15745 -4.93382 0.0005
H -1.77374 3.91995 -3.31031 -0.0001
H 0.25638 3.41738 -1.83520 -0.0001
F 3.89103 1.46826 -3.66345 -0.0484
B 3.66763 1.22503 -2.40485 -0.1566
F 4.49632 1.48249 -1.44774 -0.0454
Cl -0.63723 4.33870 3.89822 0.0000
C -1.17853 3.66722 2.39219 0.0000
C -1.75394 4.50913 1.46385 0.0000
C -2.19994 3.99717 0.25591 0.0000
C -2.05980 2.64576 0.00589 0.0000
C -1.47282 1.80926 0.94251 0.0000
Cl -1.39337 0.11689 0.54589 0.0002
C -1.01604 2.28116 2.17952 0.0000
N -0.50677 1.49582 3.19267 0.0000
C 0.27628 0.31318 3.09976 0.0002
C -0.17875 -0.83561 3.74149 0.0000
C 0.58066 -1.99243 3.73938 0.0002
C 1.80289 -2.01455 3.08151 0.0000
C 2.26197 -0.86966 2.45243 0.0004
C 1.52080 0.31037 2.46084 0.0001
C 2.08960 1.55736 1.83234 -0.0025
C 1.93225 1.65249 0.33661 0.0105
O 1.83635 2.69396 -0.28183 0.0123
O 2.00500 0.47556 -0.28409 0.0417
H -1.85040 5.56025 1.69844 0.0000
H -2.67543 4.64605 -0.46780 0.0000
H -2.43882 2.20135 -0.90558 0.0000
H -0.58815 1.89134 4.11328 0.0000
H -1.14637 -0.80881 4.22780 0.0000
H 0.21840 -2.87482 4.25290 0.0000
H 2.41124 -2.91129 3.08032 0.0000
H 3.22821 -0.88009 1.95952 0.0001
H 3.17310 1.57735 1.99286 0.0002
H 1.68920 2.46595 2.27474 -0.0002
```

***

[2]
The following is a DFT calculation (wB97M-V/def2-TZVPD) of a single CH2N4O2 molecule.

Results
Charge: 0
HOMO level (eV): -10.2
LUMO (Eh): 0.02052
Spin multiplicity: 1
Structure (SMILES): O=c1[nH]nnn1O
Relative energy (zero: lowest compared OMol25 entry of this formula, charge and spin) (kcal per mole): 73.58
Orbital gap (eV): 10.7366
Total energy (hartree): -408.66827

XYZ file:
```
9
Properties=species:S:1:pos:R:3:mulliken_charge:R:1
O -1.63181 0.00440 0.93751 -0.6343
C -0.47924 -0.13451 0.51665 0.2936
N 0.72148 -0.42815 1.09018 -0.0295
N 1.74098 -0.31012 0.07928 -0.2278
N 1.11429 -0.05155 -0.92442 -0.2605
N -0.14275 0.26853 -0.61020 0.5714
O -1.07307 0.14244 -1.53798 -0.3591
H 0.94774 -0.52529 2.12398 0.2775
H -1.19762 1.03423 -1.67501 0.3688
```

***

[3]
The following is a DFT calculation (wB97M-V/def2-TZVPD) of 2 unconnected molecules or ions with the total composition C5H12Cl4N2O.

Results
Charge: 0
HOMO level (eV): -8.9
LUMO (Eh): 0.01684
Spin multiplicity: 1
Structure (SMILES): ClC(Cl)(Cl)Cl.NCCOCCN
Orbital gap (eV): 9.3621
Total energy (hartree): -2223.18012

XYZ file:
```
24
Properties=species:S:1:pos:R:3:mulliken_charge:R:1
Cl -5.13395 2.78117 2.94544 -0.1032
C -4.69167 2.35056 1.28896 0.3722
Cl -2.94881 2.41918 1.09580 -0.0701
Cl -5.25784 0.70358 0.94731 -0.1187
Cl -5.47130 3.47183 0.16500 -0.1037
N 3.05301 -1.61459 0.77035 -0.4776
C 3.35904 -0.70779 -0.32943 -0.6711
C 2.43538 0.50353 -0.31485 -0.5407
O 1.06852 0.21010 -0.13869 -0.2383
C 0.53501 -0.58590 -1.17277 -0.4312
C -0.97970 -0.75716 -0.98856 -0.5644
N -1.39613 -0.55473 0.39197 -0.4224
H 3.72978 -2.36526 0.82419 0.2119
H 3.07084 -1.12966 1.66017 0.2003
H 3.23828 -1.26523 -1.26081 0.3498
H 4.38643 -0.31819 -0.32693 0.3653
H 2.58414 1.06530 -1.24972 0.3579
H 2.69653 1.16763 0.51182 0.3128
H 0.74426 -0.10502 -2.14029 0.3207
H 1.02613 -1.56465 -1.18824 0.2880
H -1.51667 -0.03721 -1.60968 0.3377
H -1.23737 -1.74971 -1.38317 0.2701
H -2.38798 -0.73576 0.48387 0.1670
H -0.90592 -1.18201 1.01826 0.1876
```

***

The lowest total energy belongs to which entry? C24H19BCl2F2MnN5O4S